53
Properties=species:S:1:pos:R:3:nbo_charge:R:1 method="wB97M-V/def2-TZVPD" charge=+1 e_above_lowest_kcal_mol=25.4 multiplicity=1
N 0.70 -0.16 -1.00 -0.930
H 0.20 -1.06 -0.97 0.458
H 0.89 0.23 -0.05 0.479
H 0.19 0.56 -1.53 0.446
H 1.60 -0.28 -1.49 0.445
C 3.34 0.37 1.50 -0.635
C 2.25 1.23 2.09 -0.058
O 1.22 1.52 1.12 -0.762
H 3.91 -0.02 2.34 0.233
H 3.98 0.91 0.81 0.223
H 2.87 -0.49 1.02 0.203
H 2.76 2.16 2.38 0.184
H 1.77 0.83 2.98 0.149
H 0.75 2.29 1.48 0.500
C -2.41 1.01 0.98 -0.632
C -2.84 1.83 -0.22 -0.057
O -2.46 3.19 -0.08 -0.717
H -1.34 0.97 1.14 0.207
H -2.68 -0.04 0.83 0.206
H -2.95 1.32 1.87 0.223
H -3.88 1.60 -0.49 0.166
H -2.36 1.47 -1.14 0.131
H -2.55 3.60 -0.94 0.473
C 2.68 1.93 -3.10 -0.100
C 1.73 2.82 -2.31 -0.099
O 0.39 2.34 -2.33 -0.730
O 2.98 0.78 -2.30 -0.757
H 3.57 2.54 -3.32 0.196
H 2.26 1.67 -4.08 0.166
H 1.75 3.84 -2.72 0.190
H 2.21 2.88 -1.33 0.207
H 0.21 2.03 -3.23 0.473
H 3.77 0.37 -2.67 0.495
C -2.11 -2.58 -1.82 -0.080
C -3.45 -1.88 -2.06 -0.088
O -4.22 -2.00 -0.89 -0.732
O -1.46 -1.91 -0.74 -0.766
H -1.52 -2.44 -2.72 0.178
H -2.26 -3.64 -1.62 0.187
H -3.97 -2.36 -2.91 0.177
H -3.23 -0.86 -2.41 0.157
H -5.15 -1.88 -1.11 0.490
H -2.03 -1.94 0.03 0.501
C 0.99 -2.84 3.43 -0.111
C 0.03 -2.42 2.35 -0.112
O 0.25 -1.06 1.92 -0.733
O 0.63 -2.34 4.76 -0.701
H 2.02 -2.57 3.22 0.177
H 0.86 -3.90 3.64 0.209
H -1.02 -2.51 2.66 0.183
H 0.11 -3.15 1.55 0.192
H 0.39 -0.61 2.75 0.457
H 0.66 -1.37 4.72 0.444